{
  "formula": "C4H11N3S",
  "method": "ωB97M-V with the def2-TZVPD basis set",
  "energy_ev": -19626.5229,
  "spin_multiplicity": 1,
  "e_lumo_ev": 0.029,
  "homo_ev": -8.8,
  "e_above_lowest_ev": 5.638,
  "homo_lumo_gap_ev": 8.81,
  "elements": ["S", "N", "N", "N", "C", "C", "C", "C", "H", "H", "H", "H", "H", "H", "H", "H", "H", "H", "H"],
  "coordinates": [[4.36929, 0.03649, 0.04458], [2.76957, -0.48603, 0.26011], [-2.06261, -1.21670, 0.08111], [0.42484, -0.67437, -0.56575], [1.72742, -0.81507, -0.65172], [-2.04192, 1.04000, -0.60025], [-1.56871, -0.01435, 0.43231], [-0.06644, 0.02128, 0.67494], [2.37505, 0.68930, 0.89072], [-3.23195, 0.59702, -0.80307], [4.23646, 1.17274, -0.73037], [-2.16624, 0.47708, 1.26884], [-1.31316, -1.64673, -0.51456], [0.03170, 1.07716, 0.71302], [-2.27547, -1.91697, 0.85133], [1.93589, -1.49087, -1.51101], [-1.92137, 2.14641, -0.03886], [-1.36695, 1.24161, -1.59218], [0.14461, -0.23801, 1.79082]],
  "nbo_charge": [0.214, -0.782, -0.862, -0.473, 0.278, -0.625, -0.076, -0.329, 0.381, 0.247, 0.090, 0.190, 0.384, 0.197, 0.364, 0.192, 0.187, 0.213, 0.210]
}



{
  "formula": "C5H12NOS",
  "method": "ωB97M-V with the def2-TZVPD basis set",
  "energy_ev": -19750.5731,
  "spin_multiplicity": 1,
  "smiles": "C[C@H](CCS)NC[O-]",
  "e_lumo_ev": 3.031,
  "charge": -1,
  "homo_ev": -2.5,
  "e_above_lowest_ev": 3.657,
  "homo_lumo_gap_ev": 5.53,
  "elements": ["S", "O", "N", "C", "C", "C", "C", "C", "H", "H", "H", "H", "H", "H", "H", "H", "H", "H", "H", "H"],
  "coordinates": [[0.05207, -3.64778, -0.43963], [0.72546, 1.98997, -1.69140], [0.94353, 0.83849, 0.39313], [-1.54917, 1.13359, 0.91686], [1.51725, 1.92858, -0.62415], [-0.36077, -1.13979, 0.55183], [-0.39694, 0.41781, 0.12015], [0.34042, -1.86811, -0.52546], [-0.21009, -3.89104, -1.75138], [1.35696, -1.48441, -0.62451], [1.09223, 0.91363, 1.38817], [-2.15473, 0.34776, 1.51657], [-1.41830, -1.40069, 0.80349], [0.09011, -1.61917, -1.60393], [-0.79079, 0.46675, -0.89600], [2.55680, 1.60168, -0.58240], [-2.22669, 1.59810, 0.21305], [-1.14044, 1.85441, 1.57917], [0.17460, -1.00318, 1.48043], [1.39850, 2.96340, -0.22396]],
  "nbo_charge": [-0.087, -0.930, -0.749, -0.629, 0.148, -0.435, -0.018, -0.548, 0.112, 0.254, 0.330, 0.167, 0.187, 0.227, 0.230, 0.077, 0.203, 0.197, 0.199, 0.065]
}



{
  "formula": "C16H24NO",
  "method": "ωB97M-V with the def2-TZVPD basis set",
  "energy_ev": -20512.2466,
  "spin_multiplicity": 1,
  "e_lumo_ev": -4.233,
  "charge": 1,
  "homo_ev": -11.7,
  "e_above_lowest_ev": 0.000,
  "homo_lumo_gap_ev": 7.46,
  "elements": ["O", "N", "C", "C", "C", "C", "C", "C", "C", "C", "C", "C", "C", "C", "C", "C", "C", "C", "H", "H", "H", "H", "H", "H", "H", "H", "H", "H", "H", "H", "H", "H", "H", "H", "H", "H", "H", "H", "H", "H", "H", "H"],
  "coordinates": [[0.45953, -2.19343, 2.75539], [2.65192, -0.21426, -0.71872], [-1.45381, 1.18244, -2.53254], [1.80342, -2.66134, 2.85487], [-3.87415, 2.34166, -1.76856], [1.98470, -0.39876, -1.79788], [-2.42941, 0.43990, -1.86897], [0.56559, 0.01375, -1.63549], [2.11053, -2.82043, 4.33531], [-0.18739, -2.32978, 4.03209], [-0.16953, 0.46720, -2.89284], [-3.63190, 1.00197, -1.48378], [-1.69297, 2.52836, -2.82205], [-0.71429, 3.44473, -3.52290], [0.73286, -3.19990, 4.87978], [-2.91689, 3.08015, -2.43146], [0.74464, 1.05645, -0.50365], [1.80549, 0.34628, 0.35234], [-0.43387, -0.41002, -3.49186], [-4.81237, 2.79720, -1.47404], [2.45928, -1.93551, 2.36360], [0.53258, -4.25690, 4.69689], [1.89021, -3.61695, 2.32683], [2.43461, -1.87008, 4.76413], [-3.12029, 4.12229, -2.65232], [-2.24804, -0.61229, -1.65877], [-0.31198, -1.33634, 4.47314], [3.63513, -0.42193, -0.59289], [-1.17292, -2.76716, 3.87808], [0.49019, 1.08973, -3.49717], [1.30070, -0.45731, 0.90089], [0.27187, 3.00517, -3.66589], [-0.57086, 4.34749, -2.92309], [2.88313, -3.56215, 4.52712], [-1.10627, 3.76730, -4.48861], [2.46952, -0.79281, -2.68687], [-4.36611, 0.39537, -0.96849], [0.05357, -0.84031, -1.16252], [2.32185, 1.03320, 1.01541], [-0.16292, 1.26455, 0.05742], [0.61853, -3.01066, 5.94504], [1.15609, 1.98314, -0.91698]],
  "nbo_charge": [-0.559, -0.406, 0.032, -0.064, -0.194, 0.315, -0.234, -0.305, -0.431, -0.068, -0.428, -0.205, -0.043, -0.635, -0.431, -0.188, -0.388, -0.258, 0.235, 0.227, 0.153, 0.210, 0.171, 0.205, 0.219, 0.202, 0.169, 0.447, 0.194, 0.219, 0.252, 0.199, 0.229, 0.228, 0.238, 0.245, 0.225, 0.266, 0.244, 0.263, 0.230, 0.220]
}



{
  "formula": "C12H26BGaN2O2P2",
  "method": "ωB97M-V with the def2-TZVPD basis set",
  "energy_ev": -91555.9167,
  "spin_multiplicity": 1,
  "e_lumo_ev": -7.801,
  "charge": 2,
  "homo_ev": -15.2,
  "homo_lumo_gap_ev": 7.44,
  "elements": ["Ga", "P", "P", "O", "O", "N", "N", "C", "C", "C", "C", "C", "C", "C", "C", "C", "C", "C", "C", "B", "H", "H", "H", "H", "H", "H", "H", "H", "H", "H", "H", "H", "H", "H", "H", "H", "H", "H", "H", "H", "H", "H", "H", "H", "H", "H"],
  "coordinates": [[0.06187, 0.50390, 0.11170], [2.23788, -0.39926, -0.32853], [-2.15772, 0.22412, -0.39682], [-0.32274, -3.59524, -1.16898], [-1.51753, -2.47845, -4.20787], [0.05649, 0.28285, 1.93906], [0.22966, 1.37326, -1.73479], [-0.70002, 1.94939, -3.82665], [2.72996, -1.77249, -1.44051], [0.03282, 0.16018, 3.10942], [-2.94948, 1.71350, 0.33173], [1.49381, 1.57087, -2.22458], [1.67229, 2.22716, -3.44910], [-3.36798, -1.13885, -0.27316], [2.66033, 1.06202, -1.36583], [-2.14740, 0.70810, -2.16640], [0.54094, 2.46299, -4.23784], [-0.83444, 1.31534, -2.59429], [3.49502, -0.37144, 0.98687], [0.00465, 0.08917, 4.62203], [3.76063, -1.59934, -1.77539], [2.69372, -2.74148, -0.92678], [-3.94549, 1.86248, -0.11402], [4.50465, -0.32554, 0.57085], [1.02098, 0.67519, 4.99767], [2.99075, 1.86652, -0.68035], [-2.39168, -2.75890, -4.55289], [0.48661, -3.76285, -1.68503], [3.35462, 0.48831, 1.64390], [-1.00137, 0.67346, 5.00303], [-2.41766, -0.15596, -2.75359], [2.08485, -1.82442, -2.32700], [-1.43969, -2.98985, -3.38866], [-1.60932, 2.05978, -4.43030], [3.41765, -1.27421, 1.59560], [-3.06104, 1.61019, 1.41584], [0.62026, 3.00038, -5.18463], [-2.33240, 2.60431, 0.14227], [-2.95846, -2.05470, -0.73173], [-0.31203, -2.68611, -0.85400], [2.68064, 2.51130, -3.77662], [-3.62239, -1.35531, 0.77752], [3.51686, 0.79124, -2.00804], [0.01038, -1.08635, 4.97880], [-2.96333, 1.45186, -2.22982], [-4.30604, -0.86749, -0.78858]],
  "nbo_charge": [1.370, 0.921, 0.887, -0.922, -0.959, -0.913, -0.628, -0.217, -0.927, 0.625, -0.927, 0.262, -0.222, -0.919, -0.770, -0.765, -0.062, 0.274, -0.933, -0.653, 0.275, 0.278, 0.277, 0.278, 0.097, 0.287, 0.487, 0.485, 0.276, 0.094, 0.306, 0.261, 0.475, 0.263, 0.286, 0.284, 0.269, 0.259, 0.276, 0.448, 0.268, 0.292, 0.287, 0.099, 0.284, 0.283]
}



{
  "formula": "C18H20N2O3S",
  "method": "ωB97M-V with the def2-TZVPD basis set",
  "energy_ev": -38946.8620,
  "spin_multiplicity": 1,
  "smiles": "COc1cccc(/C=N/NC(=O)CSc2ccccc2C)c1OC",
  "e_lumo_ev": 0.550,
  "homo_ev": -8.1,
  "e_above_lowest_ev": 3.339,
  "homo_lumo_gap_ev": 8.64,
  "elements": ["S", "O", "O", "O", "N", "N", "C", "C", "C", "C", "C", "C", "C", "C", "C", "C", "C", "C", "C", "C", "C", "C", "C", "C", "H", "H", "H", "H", "H", "H", "H", "H", "H", "H", "H", "H", "H", "H", "H", "H", "H", "H", "H", "H"],
  "coordinates": [[-2.59603, -3.01276, -1.68858], [-1.99327, -1.68854, 1.75276], [3.04044, 3.22494, 2.19252], [1.92722, 0.99719, 2.40721], [-0.36494, -2.06813, 0.21394], [0.37031, -0.98719, 0.53422], [-3.31966, -0.40409, -1.01491], [-3.05242, 0.96080, -1.00710], [-2.42494, -1.22831, -1.69138], [2.87757, 0.85524, -1.17341], [2.34506, 1.25012, 1.15109], [-1.95645, 1.48894, -1.66220], [-1.57858, -2.29016, 0.79274], [2.23288, 0.44339, 0.00960], [-2.36936, -3.38260, 0.09964], [1.42395, -0.74804, -0.13456], [3.58922, 2.89453, -0.15040], [3.53733, 2.05204, -1.25687], [-4.51686, -0.94085, -0.29951], [-1.10522, 0.65802, -2.37113], [3.01361, 2.50169, 1.04052], [1.70507, -0.31218, 2.87288], [3.66143, 4.48522, 2.17823], [-1.34349, -0.70197, -2.38430], [4.10407, 3.83806, -0.23047], [1.80535, -0.25219, 3.95689], [2.81650, 0.21493, -2.04103], [-0.09447, -2.62737, -0.60039], [-3.34173, -3.48780, 0.57855], [-1.76788, 2.55121, -1.62619], [-4.87377, -1.85473, -0.77138], [-0.25372, 1.06399, -2.89601], [1.70380, -1.40157, -0.97428], [-4.25920, -1.15717, 0.73797], [2.44745, -1.00951, 2.47383], [0.70350, -0.66339, 2.61080], [3.17921, 5.16574, 1.46856], [4.72797, 4.40870, 1.93987], [-0.69145, -1.37063, -2.92795], [3.54698, 4.87888, 3.18691], [-3.72305, 1.61509, -0.46970], [4.01304, 2.35168, -2.17783], [-1.84129, -4.33585, 0.13393], [-5.31841, -0.20594, -0.29999]],
  "nbo_charge": [0.212, -0.574, -0.479, -0.487, -0.459, -0.216, -0.020, -0.190, -0.204, -0.194, 0.370, -0.192, 0.669, -0.190, -0.622, 0.057, -0.291, -0.226, -0.651, -0.237, 0.258, -0.252, -0.250, -0.163, 0.221, 0.189, 0.206, 0.375, 0.244, 0.216, 0.224, 0.217, 0.155, 0.245, 0.167, 0.221, 0.175, 0.174, 0.208, 0.202, 0.212, 0.215, 0.244, 0.221]
}